Record 1
Entry from OMol25: an isolated molecule of C6H11NO at a distorted geometry (ωB97M-V with the def2-TZVPD basis set).

- HOMO: -9.46 eV
- Structure (SMILES): OCC/C=C\[C@H]1CN1
- E_LUMO: 1.06 eV
- Frontier orbital gap: 10.51 eV

The geometry in ORCA input format:
```
! wB97M-V def2-TZVPD RIJCOSX def2/J DEFGRID3
* xyz 0 1
O 1.50417 -1.44888 -0.48231
N -0.91111 -0.95014 0.24440
C -0.83998 1.55569 -0.32885
C 1.27170 0.67080 0.63161
C 2.17637 -0.33567 -0.02025
C -1.64914 0.40248 0.31397
C -2.51591 -0.92309 -0.12700
C 0.46488 1.50144 -0.28001
H -1.72534 0.47814 1.31590
H 1.03525 2.25190 -0.95290
H -1.33371 2.14382 -1.06437
H 1.96290 1.46490 1.23228
H 0.98726 0.08839 1.55092
H -2.95326 -0.66257 -1.16058
H 2.90392 -0.72375 0.69179
H -3.04065 -1.30536 0.73045
H -0.35921 -0.94410 -0.58208
H 2.62324 -0.00833 -0.99546
H 0.79647 -1.77096 0.24494
*
```

Charges obtained by Mulliken population analysis, quoted in units of e: O -0.6033; N -0.5605; C -0.5918; C -0.4335; C -0.4473; C -0.2114; C -0.4689; C -0.2577; H 0.3074; H 0.2538; H 0.3996; H 0.2965; H 0.3851; H 0.3082; H 0.3007; H 0.2965; H 0.3188; H 0.2973; H 0.4105

---

Record 2
Entry from OMol25: an isolated molecule of C14H18BF8IO4 (ωB97M-V with the def2-TZVPD basis set).

- HOMO: -9.45 eV
- Structure (SMILES): CC(=O)OC(=O)CB(CCOCC(F)(F)C(F)(F)C(F)(F)C(F)F)C[C@H](C)I
- E_LUMO: -0.06 eV
- Frontier orbital gap: 9.39 eV

The geometry in ORCA input format:
```
! wB97M-V def2-TZVPD RIJCOSX def2/J DEFGRID3
* xyz 0 1
I -3.58838 0.08299 3.60746
F 1.04473 4.08673 0.81015
F 3.04649 0.92801 -3.43731
F 3.99017 2.39787 -1.58869
F 2.82706 4.54295 -0.38373
F 1.44389 2.29680 -2.81599
F 1.14748 1.52240 0.26078
F 3.06640 2.27504 1.02443
F 3.52918 0.42844 -0.73203
O 2.62604 -4.14442 1.44877
O -1.42291 -2.99488 2.46380
O -0.02509 0.20780 -2.89755
O 0.42884 -4.00762 1.69552
C -1.70511 -0.15725 1.21298
C -3.22610 -0.05675 1.48595
C 2.99340 1.57816 -1.20987
C 1.80120 -2.15969 2.49696
C 2.24528 2.27719 -0.04186
C 1.69727 -3.49203 1.80962
C -0.82105 -2.59043 0.17655
C -1.81257 -0.70140 -1.45854
C 1.20662 -0.03523 -2.28625
C -0.66218 -3.14653 1.56101
C -3.86376 1.15745 0.81711
C 1.76132 3.72554 -0.28362
C 2.14707 1.18710 -2.44934
C -1.10907 0.54736 -2.04468
B -1.43307 -1.13590 0.01304
H 1.12985 3.81580 -1.16666
H -2.89073 -0.48405 -1.46845
H -3.57245 1.20417 -0.23872
H 1.11699 -0.30305 -1.22963
H -4.95387 1.12851 0.88823
H 1.02633 -1.45136 2.19869
H -1.35476 0.85047 0.94238
H -1.48832 -3.28588 -0.35367
H 1.71225 -2.32986 3.57460
H -3.74632 -0.96732 1.18064
H 0.12599 -2.64110 -0.37808
H -1.65766 -1.51911 -2.17238
H -3.52216 2.07563 1.30371
H -0.77323 1.23994 -1.26310
H 1.70479 -0.86178 -2.80320
H 2.79013 -1.75042 2.28654
H -1.81080 1.09798 -2.67662
H -1.16917 -0.43822 2.12109
*
```

Charges obtained by Mulliken population analysis, quoted in units of e: I 0.0401; F -0.2727; F -0.3348; F -0.3005; F -0.2769; F -0.3142; F -0.3022; F -0.3146; F -0.2833; O -0.5363; O -0.4366; O -0.4453; O -0.3500; C -0.2864; C -0.3986; C 0.3965; C -0.5063; C 0.7330; C 0.5492; C -0.3428; C -0.7447; C -0.4412; C 0.0627; C -1.2692; C 0.2092; C 0.9282; C 0.0238; B -0.0599; H 0.2661; H 0.4258; H 0.2550; H 0.0164; H 0.4377; H 0.0355; H -0.0542; H 0.3840; H 0.3034; H 0.4390; H 0.4279; H 0.3882; H 0.3981; H 0.0403; H 0.3507; H 0.3058; H 0.3408; H 0.5132

---

Record 3
Entry from OMol25: C39H65BBrF6N8O2P2S5Ti as an isolated structure at a distorted geometry (ωB97M-V with the def2-TZVPD basis set).

- HOMO (alpha / beta): -6.88 / -6.88 eV
- E_LUMO (alpha / beta): -0.43 / -0.43 eV
- Frontier orbital gap (alpha / beta): 6.45 / 6.46 eV

The geometry in ORCA input format:
```
! wB97M-V def2-TZVPD RIJCOSX def2/J DEFGRID3
* xyz 0 2
Br 2.23389 -7.11470 -1.77402
Ti -0.32041 -0.93250 -1.63102
S -0.03231 -3.25550 3.66598
S -1.36771 -1.23120 1.29188
S -1.30661 1.30010 -2.59082
S 1.86939 0.42640 -1.89692
S -0.08411 1.53370 0.95318
P -2.63621 -2.39080 -2.78752
P -1.60021 -2.20370 3.05618
F -2.89241 -3.32800 -4.04902
F -1.95161 -3.59830 -1.96282
F -3.17401 -1.08990 -3.56702
F -1.11981 -2.02130 -3.38272
F -2.27051 -1.40710 -1.47272
F -4.06981 -2.68050 -2.15292
O -1.88141 -1.17440 4.24638
O -2.96651 -3.05060 3.13168
N 2.11109 2.85090 1.92118
N 1.33729 2.89420 -2.81352
N 2.68949 -1.30060 0.76038
N -2.72031 3.05400 -1.02022
N -0.57481 3.50960 -1.23982
N 1.72249 1.48460 -4.45602
N 1.72709 3.08550 -0.25702
N 4.37939 -1.68900 2.54738
C 1.83889 3.06440 3.34938
C -1.14781 4.50060 -0.49182
C 0.39339 -3.59670 -0.55612
C 1.51709 2.72510 -5.00182
C 1.92829 0.53030 -6.72672
C -4.09611 2.54680 -1.08812
C 2.95259 2.42600 4.18838
C -1.54411 2.61940 -1.55692
C 1.64739 -5.29850 -1.65922
C 3.19939 3.48420 1.33928
C 3.02679 -1.58790 3.16088
C -4.86891 3.44340 -2.06182
C 1.83919 4.58130 3.60218
C -4.15191 1.10090 -1.55392
C -4.70601 2.61660 0.31818
C 2.95809 3.61670 0.02318
C -3.02301 -0.33660 4.44478
C 2.13879 -4.36720 -2.55772
C 3.24759 -2.62310 0.60438
C -2.46051 4.23020 -0.36232
C 1.92209 0.25190 -5.22162
C -3.47411 0.36300 3.17088
C 2.04129 -1.18590 2.04238
C 3.71899 -0.30010 0.64468
C 4.41539 -2.82630 1.59618
C 0.77869 -4.92290 -0.64982
C 3.25869 -0.36840 -4.80352
C 0.75019 -0.66850 -4.90052
C -2.45981 -4.99190 1.72718
C 1.22979 2.56520 0.89388
C -4.17611 -1.12140 5.06688
C 4.71069 -0.43070 1.83078
C -3.50561 -4.02000 2.24138
C 1.58799 1.60360 -3.10302
C 0.82869 -2.63040 -1.46762
C 1.28579 3.58670 -3.98882
C 1.73279 -3.04770 -2.45192
C 0.49519 2.49800 3.79428
C -4.25091 -3.34080 1.09978
B 0.94289 3.57520 -1.49952
H -2.64391 0.89500 2.70948
H -4.22351 -4.56750 2.87058
H -4.92711 3.63360 0.63018
H -0.57411 5.32650 -0.12592
H -4.41881 3.39070 -3.05042
H -4.95471 -0.43450 5.38988
H 0.40699 -5.65570 0.05378
H -5.17441 0.73760 -1.49972
H -0.27121 -3.31420 0.25108
H 3.06389 -0.85510 3.96708
H 3.39759 -1.32010 -5.30952
H -3.81461 1.00510 -2.58022
H 1.53599 4.78570 4.62478
H 2.83709 2.74520 5.21968
H -1.87021 -5.38920 2.55098
H -5.89771 3.10150 -2.12822
H 0.87929 -1.64600 -5.35732
H 5.74699 -0.48520 1.49038
H 3.27009 -0.52730 -3.72672
H 4.30889 -3.75400 2.15498
H 1.14309 5.07810 2.93088
H 2.15349 -2.34440 -3.16072
H 3.56029 4.05230 -0.74512
H -3.55971 -2.79400 0.46218
H 2.45829 -3.35160 0.78648
H 1.67749 -0.16610 2.16218
H 3.58339 -2.74720 -0.42472
H -4.59171 -1.81610 4.34098
H -4.86511 4.48150 -1.73292
H -1.79941 -4.49430 1.02228
H 4.60919 0.40320 2.52578
H 0.37819 2.67080 4.86108
H -3.22251 4.78880 0.13508
H 4.08279 0.29260 -5.06332
H 3.24729 0.68060 0.63478
H 2.82419 -4.67460 -3.33642
H 2.82649 5.00770 3.44508
H 1.54249 2.90630 -6.05202
H 1.21469 4.73560 -1.62712
H 2.72439 1.21150 -7.01702
H -0.32311 2.98600 3.27398
H -5.63681 2.05860 0.32808
H -3.53331 0.48060 -0.90922
H 2.73989 -2.55160 3.58868
H 4.04739 3.80350 1.90868
H 1.10169 4.63900 -4.00902
H -4.27311 1.06480 3.40728
H -0.18641 -0.23720 -5.25452
H 1.17559 -1.84940 2.07348
H -4.99491 -2.65070 1.48778
H 0.97209 0.92920 -7.05562
H -3.84671 -0.37180 2.45928
H 2.08779 -0.41290 -7.24342
H 4.22129 -0.42530 -0.31382
H -4.02821 2.16410 1.03738
H -2.65111 0.40480 5.16868
H -4.75281 -4.08930 0.49488
H -2.95581 -5.81320 1.22068
H 3.93919 2.73010 3.84778
H -3.81741 -1.69230 5.91798
H 5.38409 -2.82870 1.09288
H 2.87889 1.34360 4.15758
H 5.06589 -1.84930 3.28658
H 0.67459 -0.79250 -3.81272
H 0.42419 1.43120 3.60888
*
```

These are the Mulliken partial charges, in e, on atoms 1 to 99: Br -0.2299; Ti 0.2205; S -0.7322; S -0.2371; S -0.5877; S 0.1105; S 1.5394; P 1.7289; P 0.3837; F -0.3434; F -0.3610; F -0.3630; F -0.2126; F -0.0723; F -0.3721; O -0.2742; O -0.3288; N 1.9654; N 0.2027; N 1.1362; N 0.8964; N 0.0488; N 0.5491; N 0.7668; N 0.1496; C 1.7626; C -1.2749; C 0.5768; C -0.4816; C -2.3618; C 1.7993; C -1.4122; C -0.1310; C -0.6032; C -0.7255; C -1.0765; C -1.8682; C -1.7694; C -2.2974; C -1.8274; C -1.6941; C 0.3122; C -0.5872; C -0.2770; C -0.5868; C 1.6395; C -0.5274; C 2.3932; C 0.6692; C -0.9485; C -0.2081; C -1.4089; C -1.0368; C -1.2396; C -3.2317; C -1.4613; C -0.9957; C 0.4764; C -0.9575; C 2.6825; C -1.2762; C -0.4589; C -2.5232; C -0.8170; B 0.7707; H -0.3037; H 0.2999; H 0.4377; H 0.7243; H 0.3467; H 0.4881; H 0.6609; H 0.6999; H -1.3996; H 0.2546; H 0.4497; H 0.4720; H 0.4857; H 0.5547; H 0.3978; H 0.4434; H 0.6243; H 0.3316; H 0.0565; H 0.4053; H 0.2736; H 0.1386; H 0.7298; H -0.3119; H -0.0449; H -0.8833; H 0.4070; H 0.1539; H 0.3744; H -0.0084; H 0.3238; H 0.6358; H 0.6138; H 0.4127

---

Calculated energy above the lowest of the compared OMol25 structures with the same formula, charge and spin (kcal per mole), listed in the same order as above: 126.9 0.0 61.5